1.
Below is a molecular structure, C40H44F9N5O5PS2Y, with properties calculated with ωB97M-V/def2-TZVPD.

Atoms and positions in Å:
Y 0.721 0.103 1.253
C 3.408 2.275 2.140
O 2.226 1.621 2.639
C 1.705 2.251 3.819
C 0.247 2.517 3.561
O -0.376 1.279 3.154
C -1.068 0.551 4.182
C -0.405 -0.788 4.355
O -0.267 -1.361 3.051
C -0.264 -2.800 3.110
H 4.170 2.306 2.920
H 3.763 1.702 1.289
H 3.165 3.291 1.821
H 1.857 1.584 4.672
H 2.233 3.185 4.017
H -0.268 2.927 4.430
H 0.140 3.210 2.730
H -1.056 1.112 5.117
H -2.103 0.427 3.862
H 0.584 -0.695 4.818
H -1.021 -1.430 4.987
H -1.225 -3.147 3.489
H -0.095 -3.170 2.107
H 0.533 -3.144 3.776
S 2.514 0.574 -0.853
C 1.725 2.107 -0.746
N 0.706 2.270 0.070
C 0.181 3.562 -0.037
C -0.939 4.062 0.625
C -1.328 5.367 0.389
C -0.622 6.180 -0.503
C 0.480 5.695 -1.180
C 0.869 4.381 -0.941
S 2.174 3.490 -1.668
H -1.516 3.429 1.286
H -2.202 5.761 0.889
H -0.948 7.196 -0.672
H 1.020 6.318 -1.881
N 2.748 -1.256 2.154
C 3.200 -2.073 1.007
C 4.216 -3.163 1.340
C 4.893 -3.831 0.136
C 5.580 -2.890 -0.859
N 4.694 -2.110 -1.733
C 3.949 -2.599 -2.721
N 4.083 -3.861 -3.115
N 3.108 -1.785 -3.359
C 1.955 -2.572 0.241
O 2.026 -3.495 -0.543
O 0.877 -1.891 0.489
H 3.528 -0.721 2.525
H 2.435 -1.865 2.906
H 3.681 -1.356 0.341
H 3.736 -3.936 1.947
H 4.993 -2.712 1.967
H 4.167 -4.459 -0.377
H 5.673 -4.493 0.519
H 6.277 -3.454 -1.484
H 6.192 -2.155 -0.336
H 4.668 -1.108 -1.622
H 4.730 -4.479 -2.661
H 3.415 -4.274 -3.743
H 2.823 -0.913 -2.932
H 2.566 -2.114 -4.140
F -5.631 -5.303 -1.629
C -5.362 -4.924 -0.370
F -6.532 -4.666 0.231
F -4.801 -5.966 0.257
C -4.466 -3.709 -0.358
C -3.135 -3.815 0.008
C -2.330 -2.684 -0.005
C -2.853 -1.455 -0.396
C -4.194 -1.362 -0.771
C -4.999 -2.486 -0.751
P -1.759 -0.003 -0.439
C -2.907 1.400 -0.292
C -3.352 1.712 0.992
C -4.228 2.762 1.204
C -4.656 3.519 0.122
C -4.242 3.207 -1.164
C -3.378 2.142 -1.372
C -5.541 4.719 0.349
F -4.790 5.832 0.501
F -6.280 4.589 1.457
F -6.363 4.934 -0.680
C -1.081 -0.016 -2.134
C -0.532 1.127 -2.721
C 0.217 1.029 -3.880
C 0.434 -0.216 -4.458
C -0.149 -1.348 -3.916
C -0.898 -1.249 -2.754
C 1.319 -0.318 -5.672
F 1.727 -1.589 -5.873
F 0.706 0.093 -6.783
F 2.428 0.428 -5.519
H -2.729 -4.772 0.304
H -1.280 -2.764 0.248
H -4.617 -0.411 -1.070
H -6.040 -2.418 -1.036
H -3.010 1.123 1.839
H -4.582 2.993 2.199
H -4.604 3.786 -2.004
H -3.085 1.891 -2.381
H -0.669 2.100 -2.267
H 0.656 1.915 -4.320
H -0.023 -2.310 -4.396
H -1.319 -2.148 -2.324

net charge = +2
ΔE to the lowest compared entry with this formula, charge and spin = 3.9 kcal/mol
total energy = -116338.361 eV
2S+1 = 1

2.
Below is 2 unconnected molecules or ions with the total composition C9H13NO2, with properties calculated with ωB97M-V/def2-TZVPD.

Atoms and positions in Å:
C 0.017 2.265 -1.083
C 1.179 1.604 -0.483
C 1.536 2.061 0.753
C 2.389 1.313 1.444
C 3.189 0.447 0.721
O 4.408 0.142 1.176
C 2.964 0.073 -0.660
C 1.769 0.471 -1.199
H -0.327 1.897 -1.925
H 0.302 3.249 -1.514
H -0.743 2.747 -0.394
H 1.139 3.037 1.041
H 2.420 1.382 2.672
H 4.433 0.095 2.201
H 3.689 -0.524 -1.197
H 1.474 0.479 -2.252
C -3.649 -1.336 0.384
C -3.674 -2.638 -0.544
N -2.716 -3.464 0.076
O -4.327 -2.888 -1.540
H -3.401 -0.443 -0.024
H -3.079 -1.297 1.274
H -4.538 -1.202 0.878
H -2.595 -4.458 -0.231
H -1.859 -3.011 0.426

net charge = 0
ΔE to the lowest compared entry with this formula, charge and spin = 84.6 kcal/mol
total energy = -15125.962 eV
2S+1 = 1
SMILES string = Cc1ccc(O)cc1.CC(N)=O